Entry 1:
{
  "formula": "C6H6NP",
  "method": "ωB97M-V with the def2-TZVPD basis set",
  "species": ["H", "C", "H", "C", "P", "C", "C", "C", "C", "H", "H", "H", "H", "N"],
  "xyz": [[1.320284, 0.623137, -1.775790], [2.204382, -0.819811, -0.043752], [-1.291880, -2.077774, 0.742318], [-1.259901, 0.857466, 0.378882], [1.127291, 0.616935, -0.278285], [-0.478790, -0.162501, -0.041218], [-0.665029, 2.156129, 0.316683], [-0.527497, -1.671260, 0.046852], [0.615887, 2.423827, -0.079936], [-1.356940, 2.934981, 0.549512], [-2.186263, 0.583264, 0.651228], [-0.977322, -1.908208, -0.943626], [0.413462, -2.008533, 0.324065], [3.062311, -1.547654, 0.153070]],
  "forces_ev_per_angstrom": [[-0.161, -0.023, 1.783], [0.015, 2.182, 0.365], [0.491, 0.543, -0.035], [3.217, -2.181, -1.230], [-0.905, -1.269, -3.624], [1.079, 0.001, 1.363], [0.767, 0.474, -0.151], [-4.062, 1.422, -0.958], [-0.022, 0.990, 1.315], [-0.078, 1.083, -0.376], [-3.507, -0.082, 1.197], [1.144, -0.881, 0.358], [1.405, -1.303, -0.122], [0.618, -0.956, 0.113]],
  "e_tot_ha": -628.12574,
  "mol_weight_g_mol": 123.095,
  "fmax_ev_per_a": 4.4,
  "orbital_gap_ev": [7.67, 7.67],
  "relative_energy_ev": 2.300,
  "e_homo_ev": [-8.924, -8.923]
}

Entry 2:
{
  "formula": "C5H37NO13",
  "method": "ωB97M-V with the def2-TZVPD basis set",
  "species": ["O", "H", "H", "O", "O", "H", "H", "H", "H", "C", "H", "H", "O", "H", "O", "C", "H", "O", "H", "H", "H", "H", "C", "H", "O", "H", "H", "H", "H", "H", "H", "H", "C", "H", "O", "H", "H", "C", "O", "H", "H", "H", "H", "H", "N", "H", "O", "H", "O", "H", "H", "H", "H", "O", "O", "H"],
  "xyz": [[-1.011636, -0.278095, -4.996392], [2.581226, -3.518092, -1.544386], [3.609863, 0.857123, 0.077740], [-2.744708, -2.767812, -0.993154], [-1.823123, -0.011671, 3.056967], [-0.036489, 0.868376, -2.240170], [0.735872, -5.121379, 0.171436], [2.544587, 2.791942, 2.464099], [-3.586400, 3.766869, 0.429216], [1.588461, 2.708198, -1.160466], [-2.861704, 0.000180, 1.566258], [-1.767164, -0.535919, 3.854138], [-0.756785, -1.629531, 1.163086], [2.147714, 3.634448, -1.073674], [2.804131, -2.603125, -1.744088], [3.120781, 1.716796, 0.550035], [1.837849, 2.369259, -2.170785], [-0.552137, -0.908654, -1.253956], [-2.033210, -4.597341, 0.754641], [3.466576, -0.509710, 1.454625], [0.018497, -1.539157, -1.711407], [1.199239, -0.031317, 0.588749], [0.023794, 0.362776, -1.274709], [3.826436, 2.481601, 0.217498], [4.158799, -1.115588, 1.743366], [2.281474, -1.967364, -1.265652], [-0.334013, 2.661403, 2.249364], [3.537755, 1.366921, 2.736427], [-1.557103, -0.940323, -4.566452], [-0.676363, 1.043043, -0.756766], [-1.174969, -1.052347, 1.851577], [1.851379, 1.391356, 2.369340], [2.815911, 1.810372, 2.053885], [-2.757337, -0.091775, -0.025976], [-1.679866, 2.871118, -2.060450], [-0.791980, 0.394120, -4.356662], [-0.007772, -4.614735, -1.054975], [1.308546, 0.372245, -0.425050], [-3.302681, 0.160760, 0.718434], [1.999274, -0.259960, -1.002973], [-1.462686, 0.910289, 3.086150], [-3.550918, -2.357356, -0.660272], [-1.528955, 2.379087, 1.300652], [3.636786, -1.530794, 2.447123], [1.782968, 1.721639, -0.098129], [-1.147269, 2.891416, -1.264464], [0.847287, -4.590123, -0.626026], [-1.044265, -3.530433, 1.137672], [-1.236361, 2.328989, 2.229357], [-2.584567, 2.945794, -1.722649], [-3.498824, 2.263971, 0.544532], [-3.112349, -3.283161, -1.719675], [0.517844, 2.926690, -1.071993], [-3.031419, 3.018969, 0.197223], [-1.402259, -4.377533, 1.448676], [-1.187738, -1.252454, 0.379087]],
  "forces_ev_per_angstrom": [[0.202, -0.270, -0.497], [-0.636, 0.188, 0.551], [-0.100, -0.587, 1.053], [-0.478, -0.119, -0.249], [-0.098, 0.167, -0.407], [1.094, -0.468, -0.361], [-0.131, 0.112, 0.045], [1.040, 0.543, -0.836], [0.029, 0.335, 0.089], [-1.116, 0.828, 0.761], [0.187, -0.238, -0.008], [0.071, 0.284, 0.454], [-0.583, 1.233, 0.629], [0.116, -0.061, 0.801], [0.879, 0.473, -1.045], [-0.537, 0.335, 0.700], [-0.269, -0.769, 0.183], [0.263, 0.421, -1.019], [-0.125, -0.046, 0.163], [0.358, 0.045, -0.365], [-0.173, -0.209, -0.095], [-0.604, -0.873, -0.402], [-1.347, 0.991, 1.679], [-0.860, 0.713, -0.020], [-1.027, 0.213, 0.394], [-0.351, -0.880, 0.603], [-0.051, 0.196, 0.078], [0.327, 0.060, -0.350], [-0.061, 0.108, 0.195], [-0.142, -0.602, 0.260], [0.650, -0.846, 0.099], [0.106, -1.065, -0.676], [-0.677, -0.182, 1.379], [0.255, -0.233, 0.003], [0.224, -0.144, -0.642], [-0.204, 0.194, 0.313], [-0.233, -0.091, -0.041], [-1.084, 0.556, 0.154], [-0.729, 0.689, -0.172], [0.842, 0.839, 0.436], [-0.322, -0.756, 0.310], [0.059, 0.166, 0.426], [-0.325, 0.260, 0.370], [0.654, -0.529, 0.115], [3.320, -0.163, -3.931], [-0.560, 0.257, 0.102], [0.424, 0.087, -0.056], [-0.079, 0.148, 0.331], [0.599, 0.181, -0.305], [0.223, 0.018, 0.070], [-0.433, -1.080, 0.167], [0.266, -0.169, -0.180], [0.369, 0.289, -0.717], [0.115, 0.503, -0.051], [0.111, -0.165, -0.359], [0.554, -0.892, -0.127]],
  "multiplicity": 2,
  "e_tot_ha": -1245.18178,
  "mol_weight_g_mol": 319.345,
  "fmax_ev_per_a": 5.1,
  "orbital_gap_ev": [9.78, 5.02],
  "s_squared": 0.75,
  "relative_energy_ev": 0.728,
  "total_charge": 1,
  "e_homo_ev": [-12.831, -12.830]
}